[1]
DFT (ωB97M-V with the def2-TZVPD basis set) results for C14H27IrN6O4P as an isolated structure at a distorted geometry.

- Orbital gap (alpha / beta): 0.27921 / 0.20094 hartree
- Spin multiplicity: 2
- HOMO energy (alpha / beta): -14.02 / -14.02 eV
- Total charge: +2
- Expectation value of S²: 0.756
- LUMO energy (alpha / beta): -6.4 / -8.6 eV
- Calculated total energy: -1624.3079 Ha

CARTESIAN COORDINATES (ANGSTROEM)
Ir 0.86825 0.35667 0.45364
C 2.96592 0.72652 2.59912
C 1.65645 1.35057 3.05162
N 0.47196 0.66552 2.42409
C 0.02546 -0.60902 3.04777
C 0.90203 -1.75215 2.57998
N 1.28322 -1.58787 1.12279
C 2.72683 -1.94275 0.86247
C 3.55135 -0.68661 0.56103
N 2.89468 0.52004 1.12790
H 3.79812 1.37865 2.86082
H 3.14976 -0.23130 3.08219
H 1.54751 1.32907 4.13647
H 1.61436 2.39093 2.73145
H -0.30345 1.32272 2.49054
H 0.01361 -0.53766 4.13678
H -0.99898 -0.77092 2.71474
H 1.80772 -1.86917 3.16730
H 0.33607 -2.67590 2.69851
H 0.70273 -2.24016 0.60709
H 3.10362 -2.49321 1.72255
H 2.78086 -2.61702 0.01009
H 4.58018 -0.78603 0.90988
H 3.58159 -0.52900 -0.51316
H 3.28710 1.32263 0.64035
O 1.29688 2.21234 -3.05012
C 1.56043 1.75276 -2.00539
O 1.84314 0.66016 -1.44818
C 1.43551 2.97650 -0.60252
O 2.02618 3.97842 -0.73952
O 0.70195 2.39242 0.24743
C -4.06991 0.26223 -1.49724
N -3.09903 1.17011 -2.10352
C -2.61409 0.60740 -3.36229
N -2.03821 -0.73036 -3.18326
C -3.03953 -1.60237 -2.56821
N -3.52008 -1.08185 -1.28767
C -2.51166 -1.12728 -0.24976
P -1.08809 -0.04358 -0.74521
C -2.01746 1.49766 -1.19657
C -0.78519 -0.72026 -2.46574
H -4.92524 0.17732 -2.16557
H -4.40940 0.66915 -0.54392
H -1.86797 1.26963 -3.80280
H -3.45726 0.52307 -4.04614
H -2.62457 -2.60199 -2.43076
H -3.89078 -1.66584 -3.24407
H -2.16083 -2.15466 -0.11595
H -2.92242 -0.78160 0.70216
H -1.33280 2.20570 -1.66785
H -2.40502 1.96107 -0.28605
H -0.38496 -1.73448 -2.38798
H -0.04655 -0.10624 -2.97931

Want to see where the charge sits? The Löwdin charges in e are: number 1, Ir, carries 1.244; number 2, C, carries -0.120; number 3, C, carries -0.115; number 4, N, carries -0.187; number 5, C, carries -0.143; number 6, C, carries -0.129; number 7, N, carries -0.160; number 8, C, carries -0.115; number 9, C, carries -0.141; number 10, N, carries -0.150; number 11, H, carries 0.149; number 12, H, carries 0.123; number 13, H, carries 0.145; number 14, H, carries 0.131; number 15, H, carries 0.143; number 16, H, carries 0.145; number 17, H, carries 0.123; number 18, H, carries 0.117; number 19, H, carries 0.144; number 20, H, carries 0.120; number 21, H, carries 0.127; number 22, H, carries 0.140; number 23, H, carries 0.146; number 24, H, carries 0.113; number 25, H, carries 0.139; number 26, O, carries 0.261; number 27, C, carries -0.481; number 28, O, carries -0.100; number 29, C, carries -0.454; number 30, O, carries 0.274; number 31, O, carries -0.122; number 32, C, carries -0.153; number 33, N, carries -0.140; number 34, C, carries -0.144; number 35, N, carries -0.138; number 36, C, carries -0.155; number 37, N, carries -0.142; number 38, C, carries -0.293; number 39, P, carries 0.924; number 40, C, carries -0.278; number 41, C, carries -0.268; number 42, H, carries 0.142; number 43, H, carries 0.136; number 44, H, carries 0.139; number 45, H, carries 0.142; number 46, H, carries 0.136; number 47, H, carries 0.142; number 48, H, carries 0.097; number 49, H, carries 0.097; number 50, H, carries 0.094; number 51, H, carries 0.107; number 52, H, carries 0.105; number 53, H, carries 0.085

[2]
DFT (ωB97M-V with the def2-TZVPD basis set) results for a 2-piece molecular cluster, C14H27N3O3 overall at a distorted geometry.

- Orbital gap: 0.36174 hartree
- Spin multiplicity: 1
- HOMO energy: -9.39 eV
- SMILES: CNC(=O)[C@H](CC(C)C)NC(C)=O.CC[C@@](C)(O)C#N
- LUMO energy: 0.5 eV
- Calculated total energy: -939.6634 Ha

CARTESIAN COORDINATES (ANGSTROEM)
C -1.34361 3.49282 -5.19484
N -1.18040 3.07610 -3.80218
C -2.11983 2.45998 -3.07196
O -3.23910 2.22716 -3.51095
C -1.72174 2.08266 -1.63051
C -0.68288 0.94106 -1.61521
C 0.01981 0.74186 -0.25820
C 0.91644 -0.49341 -0.32364
C 0.90766 1.93702 0.10401
N -2.86207 1.70121 -0.78252
C -3.79636 2.49833 -0.26537
C -3.74458 3.99210 -0.51769
O -4.68273 2.03356 0.43409
H -0.89604 2.75030 -5.85719
H -2.40318 3.58665 -5.44364
H -0.85982 4.45686 -5.35584
H -0.28944 3.24715 -3.36546
H -1.25927 2.97287 -1.20809
H 0.08466 1.14074 -2.36369
H -1.18399 0.01486 -1.90161
H -0.72127 0.58855 0.52641
H 0.31633 -1.37034 -0.56558
H 1.39419 -0.65368 0.64310
H 1.68354 -0.36079 -1.08654
H 1.45166 1.71784 1.02336
H 1.62414 2.13269 -0.69384
H 0.30119 2.82324 0.28166
H -3.01436 0.71991 -0.61535
H -3.85717 4.18063 -1.58362
H -4.56893 4.46301 0.01552
H -2.80256 4.39354 -0.15398
C 0.64982 -3.23367 2.21160
C 2.04533 -3.85967 2.06836
C 2.78570 -4.03540 3.40983
C 4.18712 -4.59561 3.15548
O 2.94311 -2.75832 4.03498
C 2.05591 -4.95746 4.30480
N 1.49024 -5.69023 5.01397
H -0.00118 -3.86259 2.82670
H 0.71652 -2.24334 2.67327
H 0.18674 -3.12602 1.22645
H 2.64727 -3.22154 1.41350
H 1.94565 -4.83409 1.57899
H 4.73059 -4.71751 4.09784
H 4.12919 -5.57161 2.66291
H 4.75701 -3.91735 2.51300
H 3.26071 -2.87006 4.94762

Want to see where the charge sits? The Löwdin charges in e are: number 1, C, carries -0.051; number 2, N, carries 0.015; number 3, C, carries -0.470; number 4, O, carries 0.063; number 5, C, carries -0.221; number 6, C, carries -0.123; number 7, C, carries -0.423; number 8, C, carries -0.085; number 9, C, carries -0.070; number 10, N, carries 0.117; number 11, C, carries -0.545; number 12, C, carries 0.014; number 13, O, carries 0.037; number 14, H, carries 0.083; number 15, H, carries 0.087; number 16, H, carries 0.081; number 17, H, carries 0.132; number 18, H, carries 0.127; number 19, H, carries 0.117; number 20, H, carries 0.128; number 21, H, carries 0.133; number 22, H, carries 0.073; number 23, H, carries 0.071; number 24, H, carries 0.084; number 25, H, carries 0.081; number 26, H, carries 0.083; number 27, H, carries 0.068; number 28, H, carries 0.152; number 29, H, carries 0.080; number 30, H, carries 0.086; number 31, H, carries 0.077; number 32, C, carries -0.091; number 33, C, carries -0.178; number 34, C, carries -0.576; number 35, C, carries -0.027; number 36, O, carries -0.007; number 37, C, carries -0.150; number 38, N, carries 0.174; number 39, H, carries 0.076; number 40, H, carries 0.075; number 41, H, carries 0.063; number 42, H, carries 0.118; number 43, H, carries 0.125; number 44, H, carries 0.092; number 45, H, carries 0.095; number 46, H, carries 0.094; number 47, H, carries 0.114